[1]
C15H16F3HgN5O2 as an isolated structure. Source: the OMol25 dataset; level of theory: wB97M-V/def2-TZVPD.

```
42
Properties=species:S:1:pos:R:3:forces:R:3:lowdin_charge:R:1
Hg 1.351291 -0.482212 -0.232442 0.4 -0.1 -0.3 0.84
O 0.214180 0.153417 4.431157 -0.3 -0.1 0.2 -0.05
C 0.627079 0.198421 3.254141 0.8 0.3 -0.3 -0.58
N -0.006575 -0.064340 2.134443 0.0 -0.1 0.3 -0.03
C -1.340158 -0.472582 2.429896 -0.9 -0.1 -0.2 -0.24
C -2.111875 -0.869745 1.182258 0.3 -0.1 0.6 -0.27
C -3.486781 -0.673687 1.133826 -0.2 0.2 0.2 -0.05
C -4.191339 -1.051998 0.014397 -0.2 0.2 -0.1 -0.10
C -3.513194 -1.610467 -1.059633 0.8 0.2 0.5 -0.10
C -2.134668 -1.793246 -0.913378 -0.5 0.0 0.1 -0.16
N -1.460580 -1.461504 0.184210 0.0 0.1 -0.2 0.07
C 2.087121 0.570970 3.065528 0.8 0.0 -0.1 -0.20
C 2.974330 0.406029 4.142295 -0.8 0.2 -0.1 -0.02
C 4.310419 0.672217 3.976296 0.3 0.1 -0.3 -0.09
C 4.745000 1.103491 2.732436 -0.1 0.3 -0.3 -0.09
C 3.815825 1.261951 1.711155 0.1 -0.3 0.5 -0.16
N 2.522102 0.988611 1.869515 -0.1 0.0 0.1 0.04
H -1.906367 0.334064 2.950238 0.1 -0.3 -0.2 0.12
H -1.390394 -1.329538 3.142853 0.1 0.3 -0.3 0.13
H -3.993724 -0.214223 1.978846 0.1 0.0 -0.1 0.11
H -5.255152 -0.863814 -0.007847 -0.1 -0.1 -0.2 0.10
H -4.000217 -1.855389 -1.975664 -0.3 -0.3 -0.5 0.08
H -1.539513 -2.228662 -1.705851 0.0 -0.1 -0.1 0.10
H 2.545359 0.110033 5.084911 0.0 -0.1 0.1 0.10
H 5.035042 0.543367 4.768833 -0.1 0.0 0.2 0.10
H 5.777954 1.354536 2.546770 0.2 -0.1 0.0 0.09
H 4.142424 1.572743 0.726491 -0.1 0.1 -0.1 0.10
C -2.392537 0.495871 -4.663568 -0.1 -0.2 -0.1 -0.11
N -1.105035 0.520821 -4.011869 -0.4 0.2 0.5 0.01
C -0.802891 1.186620 -2.850686 0.4 0.2 0.1 -0.65
N -1.886928 1.666151 -2.126257 -0.3 -0.3 0.4 0.16
O 0.354609 1.375166 -2.520246 -0.3 0.1 0.0 -0.04
H -2.257666 0.186085 -5.697070 0.1 0.0 -0.1 0.08
H -2.859760 1.482968 -4.686575 0.0 0.0 0.1 0.08
H -3.096678 -0.222910 -4.218435 0.1 0.2 0.1 0.07
H -0.279250 0.179176 -4.456567 0.2 -0.1 -0.4 0.13
H -2.688804 1.046788 -2.119592 0.0 0.1 -0.1 0.07
H -1.636679 1.905523 -1.167165 0.2 0.0 -0.4 0.11
F 3.089083 -1.751265 -3.078211 -0.3 0.0 0.1 -0.04
C 3.374905 -0.948801 -1.994857 0.0 0.0 -0.1 -0.61
F 4.432950 -1.583095 -1.404270 0.0 -0.1 0.3 -0.04
F 3.937089 0.162464 -2.570312 -0.2 0.1 0.2 -0.03
```
Forces are in eV/Å.

- Orbital gap (alpha / beta): 5.57 / 7.28 eV
- Energy above the lowest of the compared OMol25 structures with the same formula, charge and spin: 0.0 kJ/mol
- Spin multiplicity: 2
- <S²>: 0.761
- Total charge: -1
- E_LUMO (alpha / beta): 2.548 / 2.542 eV
- HOMO level (alpha / beta): -0.1112 / -0.1741 Eh

[2]
C24H35N3NiO as an isolated structure. Source: the OMol25 dataset; level of theory: wB97M-V/def2-TZVPD.

```
64
Properties=species:S:1:pos:R:3:forces:R:3:lowdin_charge:R:1
Ni 0.264782 -0.844850 -0.237679 0.1 -0.2 0.1 0.71
N 4.096691 -1.066669 -1.550822 0.1 -0.1 0.0 0.19
C 2.824380 -1.250282 -1.183620 -0.2 0.0 0.1 -0.51
O 2.163383 -0.293635 -0.743406 0.1 0.1 -0.1 -0.03
C 2.200965 -2.618673 -1.336008 0.2 0.1 -0.1 -0.21
C 0.959147 -2.727763 -0.461354 0.0 0.0 0.1 -0.23
H 4.503527 -0.149013 -1.484590 0.0 0.0 0.0 0.12
H 4.647619 -1.830615 -1.897638 0.0 0.0 0.0 0.11
H 2.976658 -3.374908 -1.159695 0.0 0.0 0.0 0.11
H 1.933196 -2.700894 -2.396442 0.0 0.0 0.0 0.11
H 1.252211 -3.096235 0.530252 0.0 0.0 0.0 0.03
H 0.256194 -3.454569 -0.865181 0.0 0.0 0.0 0.03
C 0.244764 3.165681 -0.120439 0.0 0.0 0.0 -0.06
C -0.362812 3.523653 1.240196 0.0 0.0 0.0 -0.36
C -1.844265 3.892675 1.103340 0.0 0.0 0.0 -0.06
C -0.028405 2.543401 2.365068 0.1 0.1 0.1 -0.13
C 0.402343 3.108900 3.565916 0.0 0.0 -0.1 -0.05
C 0.902129 2.339975 4.599705 0.0 0.0 0.0 -0.08
C 1.045062 0.974414 4.418388 0.0 0.1 0.0 -0.04
C 0.628898 0.361646 3.244860 0.0 -0.1 0.0 -0.14
C 0.864124 -1.129893 3.068282 0.0 0.1 -0.1 -0.39
C -0.064450 -1.956338 3.955667 0.0 0.0 0.0 -0.05
C 2.330380 -1.498768 3.298670 0.0 0.0 0.0 -0.06
C 0.007720 1.142713 2.256555 0.1 -0.1 0.1 -0.15
N -0.520215 0.504169 1.110517 0.0 0.2 -0.1 0.02
C -1.774478 0.648496 0.809543 0.0 0.0 0.1 -0.08
C -2.226182 0.227971 -0.453960 0.0 -0.1 -0.2 -0.33
C -3.480918 0.276664 -1.055527 0.0 0.0 -0.2 -0.03
C -3.293416 -0.168783 -2.364215 0.1 0.0 0.1 -0.03
C -1.927613 -0.485173 -2.498185 0.0 0.0 0.0 -0.25
N -1.280892 -0.246552 -1.345231 -0.2 -0.1 -0.1 0.05
C -1.218895 -1.006585 -3.728902 0.0 0.0 0.0 -0.54
C 0.156690 -0.345696 -3.861955 0.0 0.0 0.0 -0.04
C -1.046933 -2.526770 -3.613980 0.0 0.0 0.0 -0.03
C -2.042268 -0.695090 -4.979421 0.0 0.0 0.0 -0.06
H 0.239702 4.049822 -0.761559 0.0 0.0 0.0 0.08
H -0.311193 2.384656 -0.637270 0.0 0.0 0.0 0.06
H 1.277799 2.829677 -0.015104 0.0 0.0 0.0 0.08
H 0.138202 4.441948 1.559535 0.0 0.0 0.0 0.12
H -2.411822 3.125607 0.576709 0.0 0.0 0.0 0.06
H -1.939879 4.812297 0.522470 0.0 0.0 0.0 0.08
H -2.305238 4.060433 2.078201 0.0 0.0 0.0 0.08
H 0.370352 4.187484 3.672158 0.0 0.0 0.0 0.11
H 1.221854 2.808241 5.521737 0.0 0.0 0.0 0.10
H 1.492137 0.374993 5.202453 0.0 0.0 0.0 0.11
H 0.650059 -1.391969 2.030150 -0.1 0.0 0.1 0.07
H 0.117890 -1.735379 5.009929 0.0 0.0 0.0 0.08
H 0.096447 -3.024291 3.796850 0.0 0.0 0.0 0.08
H -1.111629 -1.734575 3.744280 0.0 0.0 0.0 0.08
H 2.630893 -1.337636 4.335539 0.0 0.0 0.0 0.07
H 2.986418 -0.902949 2.661453 0.0 0.0 0.0 0.08
H 2.490395 -2.554020 3.067894 0.0 0.0 0.0 0.08
H -2.491538 1.102231 1.492443 0.2 0.1 0.1 0.14
H -4.397223 0.618139 -0.598800 0.0 0.0 0.0 0.10
H -4.046375 -0.235326 -3.132126 0.0 0.0 0.0 0.09
H 0.787433 -0.574407 -3.004110 0.0 0.0 0.0 0.05
H 0.065438 0.740156 -3.921083 0.0 0.0 0.0 0.09
H 0.656837 -0.704231 -4.765243 0.0 0.0 0.0 0.09
H -0.486171 -2.782387 -2.716262 0.0 0.0 0.0 0.05
H -0.514150 -2.914941 -4.486574 0.0 0.0 0.0 0.09
H -2.017819 -3.022394 -3.557938 0.0 0.0 0.0 0.09
H -2.205281 0.378335 -5.089103 0.0 0.0 0.0 0.09
H -3.015684 -1.186757 -4.948575 0.0 0.0 0.0 0.08
H -1.516975 -1.055361 -5.866769 0.0 0.0 0.0 0.08
```
Forces are in eV/Å.

- Orbital gap (alpha / beta): 7.88 / 7.85 eV
- Spin multiplicity: 3
- <S²>: 2.006
- Total charge: 0
- E_LUMO (alpha / beta): 0.565 / 0.525 eV
- HOMO level (alpha / beta): -0.2687 / -0.2690 Eh